Below is a molecular structure, C3H8N4O at a distorted geometry, with properties calculated with the ωB97M-V functional and the def2-TZVPD basis.

E = -11240.1583 eV
energy relative to the best compared isomer or geometry (same formula, charge and spin) = 9.465 eV

```
! RIJCOSX wB97M-V def2-TZVPD def2/J DEFGRID3
* xyz 0 1
O -0.02 -0.86 0.50
N 1.07 -0.01 0.68
N -1.35 0.70 1.85
N 1.85 -0.02 -1.50
N -1.61 0.71 0.49
C 2.04 0.23 -0.27
C -1.04 -0.16 -0.27
C -1.14 -0.56 -1.69
H -2.20 0.82 2.44
H -0.41 -0.23 2.06
H 2.94 0.10 -1.94
H -0.31 0.40 -2.15
H 3.14 0.49 0.38
H -2.19 -0.22 -1.68
H -1.01 -1.71 -2.07
H 1.26 0.54 1.72
*
```


Below is 2 unconnected molecules or ions with the total composition C3H8N4O2 at a distorted geometry, with properties calculated with the ωB97M-V functional and the def2-TZVPD basis.

E = -13293.8274 eV
energy relative to the best compared isomer or geometry (same formula, charge and spin) = 2.792 eV
structure (SMILES) = NN=C(O)O.CNC#N

```
! RIJCOSX wB97M-V def2-TZVPD def2/J DEFGRID3
* xyz 0 1
O -1.84 -0.73 1.40
O -2.02 -1.55 -0.70
N -1.04 1.67 0.39
N 0.85 -2.12 0.98
N 1.39 0.17 0.17
N -1.29 0.60 -0.45
C 0.88 -1.05 0.52
C -1.52 -0.57 0.09
C 2.39 0.32 -0.87
H -2.30 -1.19 -1.55
H 2.89 -0.63 -1.05
H -1.76 -1.67 1.62
H 3.13 1.04 -0.54
H -1.32 1.54 1.36
H 0.90 1.00 0.50
H -1.35 2.53 -0.04
H 1.97 0.66 -1.82
*
```


Below is a single C3H8N4O2 molecule at a distorted geometry, with properties calculated with the ωB97M-V functional and the def2-TZVPD basis.

E = -13292.5464 eV
energy relative to the best compared isomer or geometry (same formula, charge and spin) = 4.073 eV
structure (SMILES) = [H]/N=C(NO)/C(=N/N)OC

```
! RIJCOSX wB97M-V def2-TZVPD def2/J DEFGRID3
* xyz 0 1
O 1.48 -0.29 -0.23
O -2.22 0.84 0.84
N 0.99 2.45 -0.43
N -0.74 -1.91 -0.79
N 0.06 1.48 -0.54
N -2.14 -0.03 -0.27
C 1.79 -1.40 0.61
C 0.25 0.23 -0.39
C -0.92 -0.70 -0.47
H -2.96 -0.69 -0.13
H 1.43 -2.32 0.17
H 0.55 3.31 -0.14
H 1.92 2.27 -0.03
H 1.28 -1.22 1.60
H 2.88 -1.34 0.76
H -1.96 1.68 0.39
H -1.69 -2.36 -0.94
*
```


Below is a single C3H8N4O4 molecule at a distorted geometry, with properties calculated with the ωB97M-V functional and the def2-TZVPD basis.

E = -17382.2624 eV
energy relative to the best compared isomer or geometry (same formula, charge and spin) = 5.524 eV
structure (SMILES) = CCC(/[N+]([O-])=N/O)/[N+]([O-])=N/O

```
! RIJCOSX wB97M-V def2-TZVPD def2/J DEFGRID3
* xyz 0 1
O 0.71 0.26 1.86
O 2.67 -2.46 0.09
O -1.46 0.02 3.00
O 0.09 -2.54 -0.95
N 1.83 -1.33 0.01
N 0.67 -1.64 -0.42
N -0.24 -0.09 1.19
N -1.45 -0.20 1.64
C -0.15 -0.34 -0.30
C -0.86 1.85 -1.32
C 0.24 0.87 -1.11
H -1.87 1.33 -1.54
H 1.21 1.44 -0.76
H -0.57 2.55 -2.16
H -1.16 -0.67 -0.74
H -1.10 2.56 -0.45
H 0.59 0.29 -2.05
H 3.26 -2.20 0.82
H -2.42 0.31 3.19
*
```


Below is a gas-phase ion, C3H8N5 (charge +1) at a distorted geometry, with properties calculated with the ωB97M-V functional and the def2-TZVPD basis.

E = -10681.6978 eV
energy relative to the best compared isomer or geometry (same formula, charge and spin) = 2.783 eV
structure (SMILES) = CN/C(N)=N\NC#[NH+]

```
! RIJCOSX wB97M-V def2-TZVPD def2/J DEFGRID3
* xyz 1 1
N -0.97 0.84 0.17
N -3.95 -0.21 -0.37
N 0.99 1.78 -0.08
N -1.74 -0.18 0.61
N 0.92 -0.64 0.25
C 2.40 -0.84 0.04
C 0.35 0.63 0.11
C -2.87 -0.40 0.12
H -1.47 -0.92 1.33
H 0.36 -1.36 -0.16
H 3.08 -0.24 0.86
H -4.38 -0.45 -1.24
H 0.43 2.65 0.08
H 1.72 1.81 -0.72
H 2.59 -0.62 -1.04
H 2.51 -1.83 0.04
*
```


Below is 3 unconnected molecules or ions with the total composition C3H8N5OS at a distorted geometry, with properties calculated with the ωB97M-V functional and the def2-TZVPD basis.

E = -23569.4432 eV

```
! RIJCOSX wB97M-V def2-TZVPD def2/J DEFGRID3
* xyz 1 1
S 4.76 -1.06 -0.33
O 2.19 -1.63 0.24
N 0.50 1.41 0.13
N -1.00 -1.51 0.33
N -3.23 -1.47 -0.22
N -1.98 0.48 -0.22
N 2.52 2.80 0.09
C -2.08 -0.83 -0.04
C 1.45 2.07 0.12
C 3.30 -1.41 -0.01
H -1.06 0.94 -0.08
H -1.02 -2.50 0.46
H -4.05 -0.99 -0.56
H 3.42 2.38 -0.04
H -2.77 1.03 -0.49
H -0.11 -1.03 0.45
H 2.47 3.79 0.29
H -3.30 -2.47 -0.11
*
```